(1)
The molecule C23H21N3, computed with wB97M-V/def2-TZVPD.

- highest occupied orbital energy (eV) = -7.42
- gap between HOMO and LUMO (eV) = 8.07
- energy relative to the best compared isomer or geometry (same formula, charge and spin) (kcal/mol) = 0.0
- structure (SMILES) = NC1=Nc2cc(-c3ccccc3)ccc2CN1C1Cc2ccccc2C1
- net charge = 0
- LUMO level (eV) = 0.653
- M (g mol⁻¹) = 339.44

```
47
C23H21N3 | the Open Molecules 2025 dataset | wB97M-V/def2-TZVPD
N 0.55682 -0.28232 3.17961
C 0.23510 -0.52129 1.89099
N 1.09246 -1.26433 1.27177
C 0.86902 -1.53139 -0.07536
C 1.90314 -2.14361 -0.79789
C 1.76589 -2.39698 -2.15987
C 2.95271 -2.89443 -2.92959
C 3.83344 -3.83634 -2.31304
C 4.92629 -4.33211 -3.04822
C 5.14273 -3.91877 -4.36863
C 4.32642 -2.94015 -4.91438
C 3.22397 -2.42925 -4.20502
C 0.57613 -2.05638 -2.77794
C -0.44180 -1.39741 -2.10585
C -0.31434 -1.11651 -0.73222
C -1.38655 -0.39932 0.03111
N -0.89073 0.08275 1.34840
C -1.51662 1.26024 2.00337
C -1.01314 2.62401 1.56160
C -2.14768 3.46333 2.10088
C -2.08692 4.81809 2.43433
C -3.22813 5.51367 2.86676
C -4.44489 4.77610 3.08159
C -4.46624 3.39175 2.81940
C -3.32129 2.75929 2.31920
C -3.06425 1.30280 1.89927
H 1.34032 -0.82926 3.47434
H -0.24227 -0.14233 3.77636
H 2.82338 -2.38111 -0.22437
H 3.63473 -4.21002 -1.31599
H 5.53574 -5.09910 -2.65205
H 5.96334 -4.37680 -4.91452
H 4.56484 -2.58200 -5.90203
H 2.58847 -1.62513 -4.59939
H 0.42189 -2.25335 -3.86010
H -1.30685 -1.06827 -2.67582
H -2.26178 -1.04188 0.20429
H -1.74868 0.46656 -0.58909
H -1.39691 1.24999 3.10978
H -0.91013 2.73240 0.50046
H -0.02132 2.88462 2.00182
H -1.16631 5.41704 2.35051
H -3.17190 6.58408 3.04211
H -5.34614 5.24190 3.44900
H -5.38069 2.79411 2.99125
H -3.44870 1.11335 0.84729
H -3.55259 0.59375 2.60586
```

Results of the Löwdin charge analysis, in e, for atoms 1 through 4: atom 1 (N): 0.1471, atom 2 (C): -0.4313, atom 3 (N): 0.1217, atom 4 (C): -0.2185

---

(2)
The molecule C23H21N3O3S, computed with wB97M-V/def2-TZVPD.

- highest occupied orbital energy (eV) = -8.58
- gap between HOMO and LUMO (eV) = 9.06
- energy relative to the best compared isomer or geometry (same formula, charge and spin) (kcal/mol) = 60.3
- structure (SMILES) = Cc1ccc(OCc2nnc(SCC(=O)c3ccccc3)n2Cc2ccco2)cc1
- net charge = 0
- LUMO level (eV) = 0.484
- M (g mol⁻¹) = 419.51

```
51
C23H21N3O3S | the Open Molecules 2025 dataset | wB97M-V/def2-TZVPD
C 3.12548 6.08925 2.07736
C 2.63383 4.69308 1.84384
C 2.00737 4.35774 0.64668
C 1.54078 3.08109 0.42165
C 1.68705 2.09727 1.39907
O 1.18920 0.86215 1.07518
C 1.35740 -0.19292 1.99707
C 0.71095 -1.41228 1.44555
N -0.11473 -2.17697 2.10056
N -0.47988 -3.18966 1.30318
C 0.12372 -3.02287 0.15614
S -0.01170 -4.03116 -1.24990
C -1.59752 -4.85952 -0.87100
C -2.67251 -4.04073 -1.56308
O -3.16913 -4.41311 -2.60016
C -2.97562 -2.72375 -0.95529
C -3.16811 -1.64149 -1.81363
C -3.40966 -0.38135 -1.30276
C -3.47501 -0.19059 0.06818
C -3.32394 -1.26812 0.92505
C -3.07841 -2.53204 0.42080
N 0.91602 -1.91104 0.18795
C 1.69706 -1.38159 -0.90377
C 0.80920 -0.82771 -1.97192
C -0.13836 0.15216 -1.93474
C -0.66901 0.22912 -3.24532
C -0.00833 -0.71118 -3.97226
O 0.88633 -1.35773 -3.20963
C 2.31269 2.41635 2.59504
C 2.77675 3.70588 2.80481
H 3.72408 6.14490 2.98282
H 3.72834 6.42851 1.23677
H 2.28280 6.77288 2.17946
H 1.88661 5.10993 -0.11922
H 1.05994 2.81871 -0.50775
H 0.87571 0.02697 2.95744
H 2.42935 -0.38311 2.17120
H -1.54032 -5.85802 -1.30229
H -1.67967 -4.88845 0.21198
H -3.10497 -1.80561 -2.87920
H -3.54808 0.45374 -1.97270
H -3.65411 0.79662 0.46848
H -3.38803 -1.12708 1.99305
H -2.98341 -3.36217 1.10196
H 2.30263 -2.18581 -1.33345
H 2.34722 -0.60061 -0.50311
H -0.41572 0.73298 -1.07934
H -1.43048 0.89501 -3.59457
H -0.07936 -1.00540 -5.00026
H 2.44476 1.67936 3.37161
H 3.26075 3.93840 3.74246
```

Results of the Löwdin charge analysis, in e, for atoms 1 through 4: atom 1 (C): -0.0550, atom 2 (C): -0.2897, atom 3 (C): -0.0404, atom 4 (C): 0.0006

---

(3)
The molecule C23H21N3O4, computed with wB97M-V/def2-TZVPD.

- highest occupied orbital energy (eV) = -8.21
- gap between HOMO and LUMO (eV) = 8.84
- energy relative to the best compared isomer or geometry (same formula, charge and spin) (kcal/mol) = 42.1
- structure (SMILES) = N#CC1(c2ccccc2)CCN([C@H]2CC(=O)N(c3ccc4c(c3)OCO4)C2=O)CC1
- net charge = 0
- LUMO level (eV) = 0.623
- M (g mol⁻¹) = 403.44

```
51
C23H21N3O4 | the Open Molecules 2025 dataset | wB97M-V/def2-TZVPD
N -3.37934 -2.67801 -0.10656
C -3.21043 -1.55094 -0.00768
C -3.01581 -0.11639 0.09879
C -4.29942 0.63438 -0.21428
C -4.32901 2.02079 -0.10853
C -5.48544 2.72527 -0.38732
C -6.63238 2.05549 -0.77779
C -6.61212 0.67688 -0.88660
C -5.45441 -0.02936 -0.60678
C -2.52985 0.18303 1.53125
C -1.33762 -0.72011 1.87398
N -0.71329 -1.18191 0.64600
C 0.43284 -2.04611 0.85703
C 0.76910 -2.86642 -0.38526
C 2.06445 -2.29081 -0.90917
O 2.61272 -2.54434 -1.94576
N 2.53887 -1.38627 0.03670
C 3.76139 -0.68069 -0.10838
C 4.90221 -1.36155 -0.50354
C 6.11609 -0.69808 -0.65724
C 6.13552 0.64909 -0.39080
C 4.98360 1.33047 0.01087
C 3.77787 0.69305 0.15478
O 5.27931 2.65105 0.20027
C 6.65689 2.78390 -0.08102
O 7.18087 1.52782 -0.45684
C 1.69526 -1.22755 1.12265
O 1.90227 -0.51113 2.06709
C -0.52570 -0.08438 -0.28498
C -1.89241 0.26571 -0.89229
H -3.44556 2.56391 0.19431
H -5.48988 3.80175 -0.29889
H -7.53509 2.60623 -0.99557
H -7.50041 0.14369 -1.19068
H -5.45323 -1.10540 -0.69520
H -2.24120 1.23264 1.58827
H -3.34162 0.01942 2.24139
H -0.62655 -0.17465 2.51365
H -1.67959 -1.60693 2.41524
H 0.20605 -2.67477 1.72196
H -0.01763 -2.81384 -1.13720
H 0.92596 -3.92007 -0.15182
H 4.84786 -2.41841 -0.70567
H 7.00508 -1.21897 -0.96852
H 2.89577 1.22258 0.46860
H 7.18286 3.14979 0.81537
H 6.79727 3.50329 -0.90335
H -0.09654 0.79702 0.22004
H 0.16284 -0.38039 -1.07806
H -2.04517 -0.28085 -1.82494
H -1.94319 1.33111 -1.11752
```

Results of the Löwdin charge analysis, in e, for atoms 1 through 4: atom 1 (N): 0.1977, atom 2 (C): -0.2107, atom 3 (C): -0.3827, atom 4 (C): -0.1680

---

(4)
A structure of composition C23H21N6O2S3Sn, computed with wB97M-V/def2-TZVPD.

- highest occupied orbital energy (eV) = -4.61
- gap between HOMO and LUMO (eV) = 7.01
- energy relative to the best compared isomer or geometry (same formula, charge and spin) (kcal/mol) = 0.0
- net charge = -1
- LUMO level (eV) = 2.406
- M (g mol⁻¹) = 628.37

```
56
C23H21N6O2S3Sn | the Open Molecules 2025 dataset | wB97M-V/def2-TZVPD
Sn -0.11608 0.26707 1.25076
N 4.29574 -0.99831 6.75148
C 4.02339 -0.67570 5.42617
C 3.05458 0.28396 5.12122
C 2.81374 0.63665 3.80786
C 3.53306 0.03604 2.78336
C 4.50949 -0.90586 3.07278
C 4.75000 -1.26161 4.38778
S 3.09566 0.43400 1.11095
O 4.24489 0.33425 0.26345
O 2.42200 1.71186 1.16117
N 1.89626 -0.61375 0.73986
C 2.06787 -1.96292 0.72570
N 0.91854 -2.66536 0.71810
C 1.01203 -3.97701 0.60439
C 2.22937 -4.63806 0.51369
C 3.35255 -3.83308 0.60570
N 3.29356 -2.51458 0.72132
H 3.56201 -0.78556 7.40467
H 4.73110 -1.89148 6.90424
H 2.48579 0.74822 5.91833
H 2.07171 1.38270 3.55971
H 5.06620 -1.34738 2.25943
H 5.50469 -2.00474 4.61992
H 0.07162 -4.52037 0.59974
H 2.29901 -5.70967 0.39947
H 4.35481 -4.25359 0.59111
S -2.08676 2.53456 0.15450
C -3.25409 1.23854 0.43961
C -4.47414 1.77922 0.86363
C -5.59416 1.00727 1.10760
C -6.80023 1.60548 1.57623
N -7.77138 2.08808 1.96063
C -5.51828 -0.38328 0.88417
C -4.31489 -0.92440 0.46861
C -3.15994 -0.15840 0.26771
S -1.72955 -1.08846 -0.15543
C -6.65254 -1.21634 1.11328
N -7.56876 -1.88704 1.29915
H -4.53113 2.85130 1.00924
H -4.23876 -1.99172 0.31031
C -1.34616 1.53953 -2.65437
C -0.11407 1.85480 -1.80266
C 0.46711 3.20312 -2.24764
C 0.94118 0.77082 -2.04570
C -0.42684 1.93580 -0.27458
H -1.04899 1.40453 -3.69875
H -2.07306 2.35059 -2.60653
H -1.82765 0.62266 -2.31291
H 0.68297 3.19979 -3.32033
H 1.39737 3.40454 -1.71147
H -0.24153 4.00978 -2.04234
H 1.27154 0.78182 -3.08864
H 0.53252 -0.21613 -1.82247
H 1.80839 0.93500 -1.40609
H 0.16537 2.75323 0.14494
```

Results of the Löwdin charge analysis, in e, for atoms 1 through 4: atom 1 (Sn): 0.9635, atom 2 (N): 0.0880, atom 3 (C): -0.3264, atom 4 (C): -0.0286

---

What is the gap between HOMO and LUMO in the third record? 8.84 eV

---

What is the formula in the third record? C23H21N3O4

---

energy relative to the best compared isomer or geometry (same formula, charge and spin) of number 2 (C23H21N3O3S)? 60.3 kcal/mol